This record from the OMol25 dataset describes a molecular structure, C47H134N7NiO18. The level of theory is the ωB97M-V functional and the def2-TZVPD basis.

Each line ends with the Löwdin spin population.
Positions of all 207 atoms, in Å:
Ni1 13.61504 17.19145 16.72953  1.7120
C1 16.04776 14.19325 16.63836  -0.0003
C2 16.38512 14.70137 15.21719  0.0022
C3 16.83596 13.57844 14.31339  0.0005
C4 16.69702 13.96840 12.81734  0.0001
C5 15.30690 14.65567 12.42032  0.0000
C6 15.00839 15.81841 13.33779  0.0015
N1 15.10999 15.36951 14.75098  0.0131
O1 15.02423 16.57894 15.62119  0.1414
C7 13.60250 16.34456 13.06897  -0.0003
C8 16.08137 16.91540 13.13335  0.0012
C9 17.58592 15.66495 15.38780  0.0014
H1 15.72978 15.05071 17.27343  -0.0002
H2 16.94633 13.78490 17.13003  0.0000
H3 15.31966 13.40006 16.62023  0.0000
H4 16.57237 12.56967 14.46266  0.0000
H5 17.90771 13.51598 14.46355  0.0001
H6 16.91068 13.21095 12.03568  0.0000
H7 17.46965 14.75018 12.70679  0.0000
H8 14.51248 13.89272 12.27607  0.0000
H9 15.37955 15.10852 11.43117  0.0000
H10 13.45031 17.29692 13.60128  -0.0002
H11 12.89870 15.57600 13.42691  0.0000
H12 13.46527 16.55695 12.02033  0.0000
H13 17.03809 16.46599 12.88270  0.0001
H14 16.17925 17.59335 13.97475  0.0004
H15 15.78768 17.53312 12.26353  0.0000
H16 18.18083 15.14074 16.11814  0.0000
H17 17.19907 16.63897 15.65603  0.0005
H18 18.19010 15.76642 14.46308  0.0000
C10 20.39220 11.64453 9.35071  0.0000
C11 20.50939 12.53502 10.57832  0.0000
C12 21.56337 11.91757 11.48634  0.0000
O2 22.66856 11.72890 10.62620  0.0000
C13 23.89669 11.57687 11.37532  0.0000
N2 20.86359 13.93850 10.33782  0.0000
H19 20.16070 10.61991 9.70410  0.0000
H20 21.28388 11.64623 8.71666  0.0000
H21 19.55727 11.92379 8.69967  0.0000
H22 19.58218 12.54497 11.18396  0.0000
H23 21.15840 10.96932 11.87893  0.0000
H24 21.79994 12.55068 12.36122  0.0000
H25 24.02966 12.44117 12.01007  0.0000
H26 24.68284 11.57176 10.64054  0.0000
H27 23.86894 10.62165 11.93674  0.0000
H28 21.83949 13.88972 10.08875  0.0000
H29 20.31182 14.20945 9.53062  0.0000
C14 8.70384 12.57999 18.22596  0.0000
C15 10.06841 13.16658 17.97493  0.0000
C16 10.63546 12.70299 16.67272  0.0000
O3 12.02370 13.03663 16.65148  0.0005
C17 12.62736 12.22473 15.62029  0.0001
N3 10.05976 14.61687 17.68454  0.0011
H30 8.06724 12.56696 17.32318  0.0000
H31 8.14211 13.07162 19.01265  0.0000
H32 8.92254 11.55075 18.55674  0.0000
H33 10.76135 12.90165 18.76492  0.0000
H34 10.12110 13.20076 15.85825  0.0000
H35 10.43074 11.62714 16.53780  0.0000
H36 11.81032 11.75372 15.03660  0.0000
H37 13.09258 11.40305 16.12567  0.0000
H38 13.26141 12.84704 15.00641  0.0001
H39 9.45312 15.14279 18.34745  0.0000
H40 9.55473 14.76684 16.79983  0.0000
C18 16.97712 21.81750 12.87895  0.0000
C19 18.16468 21.03042 12.31446  0.0000
C20 18.21387 19.56361 12.78471  0.0000
O4 18.04177 19.41428 14.16824  0.0001
C21 19.16253 19.85345 14.89816  0.0000
N4 18.04002 20.87828 10.85779  0.0000
H41 17.12743 21.97123 13.92593  0.0000
H42 16.01403 21.32124 12.73708  0.0000
H43 16.89304 22.81606 12.37653  0.0000
H44 19.13841 21.55385 12.44403  0.0000
H45 19.21703 19.22931 12.55109  0.0000
H46 17.44963 18.99008 12.28926  0.0000
H47 19.23860 20.94226 14.79442  0.0000
H48 20.09164 19.40677 14.53087  0.0000
H49 19.01942 19.59081 15.95773  0.0000
H50 17.07205 20.69491 10.61634  0.0000
H51 18.22197 21.74236 10.36980  0.0000
C22 12.78867 19.90103 12.53960  0.0000
C23 12.63858 20.96660 13.63228  0.0000
C24 11.15873 21.32651 13.67452  0.0000
O5 10.91656 21.90906 12.42232  0.0000
C25 9.57388 22.28051 12.20367  0.0000
N5 13.10076 20.41717 14.93409  0.0000
H52 13.68484 19.27514 12.63856  0.0000
H53 12.82180 20.31126 11.53561  0.0000
H54 11.94838 19.21527 12.61650  0.0000
H55 13.19892 21.87542 13.38550  0.0000
H56 10.91228 21.96415 14.52118  0.0000
H57 10.59188 20.37636 13.78900  0.0000
H58 8.83628 21.69652 12.76782  0.0000
H59 9.33210 22.17769 11.13394  0.0000
H60 9.48336 23.33061 12.48843  0.0000
H61 14.09514 20.20118 14.91337  0.0001
H62 12.95698 21.10297 15.69376  0.0000
C26 17.68694 15.73367 21.50519  0.0000
C27 18.27219 16.14203 20.15086  0.0000
C28 19.27029 15.07228 19.79068  0.0000
O6 19.97559 15.48422 18.60552  0.0000
C29 20.77778 14.45411 18.10233  0.0000
N6 17.17714 16.18483 19.12611  0.0003
H63 16.99229 16.47861 21.86245  0.0000
H64 18.38924 15.61482 22.34188  0.0000
H65 17.15035 14.76836 21.43632  0.0000
H66 18.83005 17.08449 20.20802  0.0000
H67 18.77489 14.06621 19.62935  0.0000
H68 19.98187 14.91395 20.61226  0.0000
H69 21.29981 14.86463 17.24334  0.0000
H70 20.21833 13.50258 17.89739  0.0000
H71 21.45815 14.12712 18.83865  0.0000
H72 16.65394 15.32255 19.36573  0.0000
H73 17.61330 16.02932 18.19881  0.0000
C30 15.45137 11.81714 20.85528  0.0000
C31 14.97812 12.03296 19.42137  0.0000
C32 14.43471 10.70060 18.91884  0.0000
O7 15.55997 9.78696 18.81754  0.0000
C33 15.24748 8.45228 18.39822  0.0000
N7 13.95261 13.06323 19.34211  0.0001
H74 16.05005 12.61845 21.29889  0.0000
H75 16.07666 10.92730 20.99631  0.0000
H76 14.56465 11.66161 21.48743  0.0000
H77 15.88069 12.30932 18.80864  0.0000
H78 14.05241 10.81500 17.92899  0.0000
H79 13.64507 10.30071 19.58706  0.0000
H80 14.76284 8.50241 17.39228  0.0000
H81 14.53493 8.02940 19.12935  0.0000
H82 16.19782 7.89476 18.41964  0.0000
H83 13.40175 13.13287 20.19137  0.0000
H84 13.27935 12.75366 18.67019  0.0001
C34 9.65982 16.67477 12.68534  0.0000
C35 9.32399 18.05576 13.20928  0.0000
O8 9.62723 17.90784 14.65942  0.0000
H85 9.09848 15.90331 13.15893  0.0000
H86 10.69197 16.40661 12.84844  0.0000
H87 9.53340 16.49422 11.62371  0.0000
H88 8.25976 18.26425 13.10188  0.0000
H89 9.93016 18.81532 12.69970  0.0000
H90 9.57066 18.73611 15.15699  0.0001
C36 13.69250 16.05307 9.44119  0.0000
C37 12.56156 16.94445 9.00625  0.0000
O9 13.00564 18.18359 8.53165  0.0000
H91 13.33210 15.06892 9.64500  0.0000
H92 14.29423 16.47862 10.25955  0.0000
H93 14.43938 16.01021 8.61721  0.0000
H94 11.85498 17.06147 9.83563  0.0000
H95 12.06232 16.37402 8.21356  0.0000
H96 12.23946 18.76127 8.48457  0.0000
C38 12.01035 12.83047 11.86641  0.0000
C39 12.44228 11.41550 11.63928  0.0000
O10 12.06991 10.58367 12.73273  0.0000
H97 10.91424 12.88652 11.82838  0.0000
H98 12.35903 13.40936 11.01575  0.0000
H99 12.36557 13.25828 12.81053  0.0000
H100 13.54646 11.53214 11.59235  0.0000
H101 12.04401 10.94823 10.74103  0.0000
H102 12.33619 9.67189 12.58716  0.0000
C40 19.96930 10.66299 19.05529  0.0000
C41 18.94064 10.66374 20.17120  0.0000
O11 17.98444 9.64046 20.07077  0.0000
H103 20.22537 9.58257 18.90842  0.0000
H104 20.82694 11.17495 19.46851  0.0000
H105 19.55860 11.11412 18.13379  0.0000
H106 18.51259 11.67825 20.24788  0.0000
H107 19.46767 10.52000 21.14054  0.0000
H108 17.22131 9.96273 19.48906  0.0000
C42 21.14056 16.34837 14.14645  0.0000
C43 20.16554 16.01048 13.02359  0.0000
O12 20.82879 16.15832 11.75900  0.0000
H109 20.57445 16.43286 15.06935  0.0000
H110 21.61916 17.29838 13.95627  0.0000
H111 21.87115 15.55324 14.26076  0.0000
H112 19.22407 16.56302 13.03978  0.0000
H113 19.86044 14.94840 13.09309  0.0000
H114 20.58516 15.35566 11.30019  0.0000
C44 16.71522 10.26985 13.96618  0.0000
C45 18.08749 10.65226 14.35637  0.0000
O13 18.86002 11.01003 13.25972  0.0000
H115 16.04271 10.13661 14.82421  0.0000
H116 16.80610 9.34873 13.41814  0.0000
H117 16.24327 10.99450 13.29036  0.0000
H118 18.48293 9.75543 14.84611  0.0000
H119 18.22435 11.43495 15.08983  0.0000
H120 19.76889 10.96977 13.60016  0.0000
C46 18.45531 17.25048 9.71444  0.0000
C47 17.66390 16.16868 9.00958  0.0000
O14 18.52230 15.26933 8.29450  0.0000
H121 18.96267 17.90517 8.97987  0.0000
H122 19.23764 16.82665 10.36207  0.0000
H123 17.84665 17.90979 10.33205  0.0000
H124 16.93172 16.55717 8.28577  0.0000
H125 17.06808 15.57811 9.72436  0.0000
H126 19.16801 15.82416 7.82437  0.0000
O15 12.66586 15.55796 17.46326  0.0430
H127 11.68005 15.37376 17.52317  0.0011
H128 13.08015 14.80329 17.02848  -0.0002
O16 14.60041 17.10963 18.43200  0.0333
H129 14.31026 16.29268 18.84634  0.0002
H130 15.54136 17.12075 18.74361  0.0016
O17 15.75450 19.34882 15.57785  0.0023
H131 15.82391 18.38142 15.74017  0.0004
H132 16.58196 19.54344 15.15655  0.0001
O18 12.18260 18.17059 15.84393  0.0398
H133 12.46365 19.08882 15.45257  0.0022
H134 11.48776 17.77513 15.25711  -0.0002

Properties
Highest occupied orbital energy (alpha / beta), eV: -9.78 / -9.79
Total charge: +1
Spin multiplicity: 3
DFT total energy, a.u.: -5116.6288